{
  "formula": "C4H6N2",
  "method": "ωB97M-V with the def2-TZVPD basis set",
  "energy_ev": -7218.8741,
  "homo_ev": -8.5388,
  "molar_mass_da": 82.106,
  "lumo_ev": 1.02,
  "smiles": "C1=CN1N1CC1",
  "total_charge": 0,
  "species": ["C", "C", "C", "C", "N", "N", "H", "H", "H", "H", "H", "H"],
  "xyz": [[1.41306, -0.16867, 0.67048], [1.86910, 0.03589, -0.51876], [-1.05947, -0.32781, -0.71397], [-1.33091, 0.21434, 0.63901], [0.94490, 1.01736, 0.14275], [-0.47249, 0.94958, -0.29253], [1.07746, -0.87624, 1.36014], [2.48282, 0.01094, -1.32696], [-0.21976, -1.18036, -0.78706], [-1.74888, -0.28382, -1.54102], [-2.16856, 0.74203, 0.86973], [-0.78727, -0.13326, 1.49821]],
  "forces_ev_per_a": [[1.1890, -1.7106, -1.3470], [-1.3743, 0.1934, 2.8609], [2.9963, -1.8001, 0.3179], [2.4335, -0.2846, -0.9142], [-0.9237, 1.8700, -0.4782], [-0.6683, 0.4617, -0.6715], [0.1871, -0.6848, 1.3359], [1.3359, -0.1244, -2.0715], [-2.3305, 1.6140, 0.1624], [-0.1274, 0.0289, 0.0414], [-2.5326, 1.0755, 0.5460], [-0.1851, -0.6391, 0.2180]],
  "mulliken_charge": [-0.191, -0.251, -0.127, -0.414, -0.352, -0.180, 0.361, 0.383, 0.201, 0.247, 0.235, 0.089]
}

***

{
  "formula": "C23H57Br6N5O13",
  "method": "ωB97M-V with the def2-TZVPD basis set",
  "energy_ev": -479072.1335,
  "homo_ev": [-11.5979, -11.5979],
  "multiplicity": 2,
  "molar_mass_da": 1091.155,
  "lumo_ev": [-3.68, -9.88],
  "total_charge": 1,
  "species": ["C", "N", "O", "O", "H", "H", "H", "C", "N", "O", "O", "H", "H", "H", "C", "N", "O", "O", "H", "H", "H", "C", "N", "O", "O", "H", "H", "H", "C", "N", "O", "O", "H", "H", "H", "Br", "C", "C", "Br", "H", "H", "H", "H", "Br", "C", "C", "Br", "H", "H", "H", "H", "Br", "C", "C", "Br", "H", "H", "H", "H", "C", "C", "O", "C", "C", "H", "H", "H", "H", "H", "H", "H", "H", "H", "H", "C", "C", "O", "C", "C", "H", "H", "H", "H", "H", "H", "H", "H", "H", "H", "C", "C", "O", "C", "C", "H", "H", "H", "H", "H", "H", "H", "H", "H", "H"],
  "xyz": [[0.65361, 1.93947, -5.26665], [1.13394, 1.52275, -6.57859], [2.36210, 1.52662, -6.76410], [0.35125, 1.25840, -7.48568], [-0.37972, 1.59270, -5.25811], [0.64632, 3.02610, -5.35194], [1.26868, 1.57540, -4.44371], [-1.72055, -1.22722, -5.31379], [-0.39797, -1.66434, -4.72551], [0.58381, -1.15354, -5.17930], [-0.37698, -2.57162, -3.89576], [-2.00614, -0.37098, -4.70273], [-2.35458, -2.10528, -5.19082], [-1.61470, -0.91005, -6.35124], [-3.24190, 2.98355, -2.06857], [-3.80208, 2.63225, -3.39575], [-4.44653, 3.56155, -3.92272], [-3.39938, 1.56317, -3.85254], [-2.76709, 2.10537, -1.63099], [-4.03013, 3.20616, -1.34939], [-2.57580, 3.83863, -2.18371], [3.41518, 1.69882, 1.76887], [4.49933, 1.15809, 0.91403], [4.27691, 0.04001, 0.46045], [5.55087, 1.79308, 0.83869], [2.75628, 2.33994, 1.18328], [4.00536, 2.25595, 2.49648], [2.84151, 0.89879, 2.23679], [4.80493, -3.20416, 1.49642], [5.63930, -4.07548, 2.35247], [6.21133, -3.58382, 3.30680], [5.73677, -5.24419, 2.09729], [3.75765, -3.41758, 1.71027], [5.12011, -3.29736, 0.45715], [4.95867, -2.17480, 1.82028], [-0.52891, 0.80555, -2.33253], [0.58289, -0.06657, -0.88092], [-0.02342, -1.43262, -0.51899], [1.14194, -2.31857, 0.78232], [0.70305, 0.58721, -0.01707], [1.61764, -0.15563, -1.21176], [-0.12207, -1.98365, -1.45426], [-0.99726, -1.23312, -0.07184], [2.80933, -3.93419, -2.99613], [4.12223, -2.48762, -2.88038], [3.94026, -1.53151, -4.10342], [4.93069, 0.12860, -3.80492], [5.14794, -2.85340, -2.83353], [3.87152, -1.94695, -1.96774], [2.90041, -1.28646, -4.31968], [4.35358, -1.94924, -5.02144], [-2.18822, -4.96784, -4.54650], [-2.21666, -5.01722, -2.64728], [-1.32347, -6.18769, -2.20802], [-1.35547, -6.30069, -0.17077], [-3.22799, -5.05006, -2.24204], [-1.78060, -4.07182, -2.32452], [-0.30082, -5.99487, -2.53219], [-1.64197, -7.15006, -2.60866], [-0.13031, -2.65951, 7.50314], [0.57926, -2.61913, 6.15651], [0.14598, -1.43762, 5.53517], [0.89438, -1.05612, 4.35629], [0.29017, 0.26332, 3.95037], [0.11296, -1.75516, 8.06086], [-1.20580, -2.64897, 7.32617], [0.05434, -3.53922, 8.11967], [1.63809, -2.67087, 6.41009], [0.25925, -3.41584, 5.48498], [1.95459, -0.94665, 4.58450], [0.88217, -1.77004, 3.53272], [0.74459, 0.67675, 3.05000], [0.40763, 1.02474, 4.72143], [-0.77407, 0.21471, 3.71986], [-2.96775, 0.13386, 1.43741], [-3.79525, 0.89602, 2.52659], [-5.10983, 0.37663, 2.67081], [-6.06434, 0.91798, 1.77937], [-7.35872, 0.14460, 1.68194], [-1.95069, 0.50124, 1.30066], [-2.86584, -0.91113, 1.73016], [-3.43664, 0.19868, 0.45555], [-3.31952, 0.80999, 3.50352], [-3.89892, 1.94373, 2.24432], [-6.15579, 1.94258, 2.13981], [-5.76305, 1.03775, 0.73871], [-8.15579, 0.72972, 1.22324], [-7.73206, -0.17412, 2.65515], [-7.13764, -0.73376, 1.07556], [-0.20209, 3.29638, 1.94693], [0.12553, 3.62153, 0.46958], [1.19500, 4.52252, 0.40735], [1.00501, 5.86341, 0.87064], [2.25856, 6.66120, 0.53443], [-1.17656, 2.82541, 2.07617], [0.60959, 2.81154, 2.48932], [-0.30763, 4.24094, 2.48056], [0.41684, 2.70474, -0.04300], [-0.76938, 4.06319, 0.03120], [0.10522, 6.33218, 0.47220], [0.91751, 5.89792, 1.95657], [3.13370, 6.13085, 0.90987], [2.27099, 7.66910, 0.94923], [2.40135, 6.76693, -0.54099]],
  "forces_ev_per_a": [[-1.0617, 0.3260, -0.2803], [2.3007, -0.6146, -2.4696], [-1.4194, -0.0612, 0.7909], [0.0545, 0.2363, 1.4136], [0.1154, 0.0662, 0.4667], [0.0820, 0.0317, 0.4041], [-0.0224, 0.0634, -0.4653], [0.0874, -0.4030, 0.7016], [-0.6323, -0.8050, -0.7866], [1.1059, 0.5576, 0.0011], [0.0052, 0.6346, 0.0200], [-0.3507, -0.1625, 0.0421], [-0.2429, 0.4159, -0.0034], [0.4193, -0.1868, 0.1831], [-0.3098, -0.5219, 1.3650], [0.5291, 2.0301, -0.0266], [0.9690, -2.8873, 0.2850], [-1.2005, 0.9995, -0.5343], [0.2827, 0.2206, -0.4801], [-0.2870, 0.4548, -0.4890], [-0.1000, -0.1890, -0.0741], [0.4462, 0.6803, 0.5476], [0.6974, -0.3389, 0.4565], [0.5618, 0.3825, -0.5833], [-1.6435, -1.0780, -0.3660], [0.2407, 0.1420, -0.0472], [-0.6705, 0.2896, 0.1441], [0.3105, -0.0780, -0.2633], [-0.1318, 1.0590, 0.3190], [0.9578, 0.0807, 1.1620], [-0.3599, 0.8010, -0.1377], [-0.5407, -0.9527, -1.0642], [0.1526, -0.4457, -0.3979], [-0.2814, -0.3515, 0.1794], [0.2248, -0.1584, -0.0454], [0.8843, -0.7451, 1.3424], [0.4134, -0.2625, 0.0679], [0.0277, 1.4661, -0.5084], [-0.3909, 0.1683, -0.6411], [-0.7726, 0.1969, -0.0730], [-0.1857, -0.1301, -0.6529], [0.0514, -0.4781, 0.4192], [0.0946, -0.5108, 0.1222], [0.3096, 0.4167, -0.1605], [-0.1735, 1.3866, -0.0064], [0.0769, -0.0925, -0.6274], [-0.4668, -0.7468, 0.2244], [-0.2296, -0.4797, -0.1182], [0.0097, -0.2479, 0.0707], [0.0521, 0.1118, 0.3397], [0.0719, -0.1664, 0.2482], [-0.3259, -0.1456, -0.7932], [0.6443, -0.1908, 1.2667], [-0.4187, 0.4735, 0.7605], [0.1151, 0.1063, -1.5660], [0.0257, -0.3015, -0.3659], [0.0273, -0.0910, 0.0119], [-0.0303, -0.0956, 0.3294], [-0.1170, 0.1320, 0.2929], [-0.8101, -0.0288, -0.2404], [-0.6928, -0.4170, 0.8329], [1.0997, 0.7387, -1.1436], [-0.6585, 0.3127, 1.0026], [0.0133, 0.6412, -0.4832], [0.0998, -0.0866, 0.0559], [-0.1031, 0.1034, 0.0471], [0.3853, -0.0020, -0.1924], [0.4109, 0.2228, -0.7227], [0.3727, -0.6176, 0.2367], [0.2064, 0.1495, 0.3676], [-0.5783, -0.4207, 0.1484], [0.2338, -0.1532, -0.1250], [0.0589, -0.1444, 0.1566], [-0.0653, -0.3636, 0.1524], [-0.4059, 0.1326, 0.5682], [-0.1113, -0.4645, -0.9508], [0.3655, -1.2307, -0.3591], [-0.1112, 1.3950, 0.0918], [0.2656, -0.3876, 0.6595], [0.0860, 0.4032, 0.2966], [-0.1994, -0.0934, -0.0558], [-0.2397, -0.0922, 0.0231], [0.0158, 0.0494, -0.0684], [0.3028, 0.3242, 0.0991], [-0.7649, 0.3419, -0.0694], [0.8979, -0.2480, -0.1816], [0.2321, 0.0752, -0.1827], [0.1146, -0.0453, 0.0403], [-0.3769, -0.1431, 0.0479], [-0.1284, 0.9087, -0.1081], [-0.3738, 0.1439, 1.8459], [0.7479, 0.3268, -0.5503], [0.5466, 0.1410, 0.3973], [0.1527, -0.2667, -0.5158], [0.2088, -0.4970, -0.0512], [-0.1298, -0.4358, -0.2809], [-0.1172, 0.1670, -0.0608], [0.0169, 0.2541, -0.3438], [-0.1648, -0.0893, -0.3927], [-0.1706, -0.1752, -0.3413], [-0.2079, -0.2563, 0.1824], [-0.0073, 0.0069, 0.1090], [-0.2810, -0.1137, 0.1808], [-0.1174, -0.0766, -0.0723]],
  "mulliken_charge": [-0.744, 1.020, -0.571, -0.546, 0.219, 0.404, 0.209, -0.597, 0.957, -0.528, -0.393, 0.156, 0.213, 0.281, -0.414, 0.920, -0.511, -0.528, -0.188, 0.372, 0.288, -0.686, 0.927, -0.466, -0.535, 0.248, 0.384, 0.163, -0.653, 0.986, -0.537, -0.560, 0.249, 0.208, 0.249, 0.020, -0.227, 0.042, -0.059, -0.122, 0.347, 0.034, 0.159, 0.314, -0.101, -0.494, 0.006, 0.482, 0.051, 0.108, 0.469, -0.124, -0.049, -0.576, -0.159, 0.456, -0.135, 0.253, 0.413, -1.236, -0.187, -0.306, -0.221, -0.339, 0.298, 0.308, 0.386, 0.278, 0.277, 0.315, 0.060, -0.269, 0.429, 0.110, -0.551, -0.493, -0.406, -0.012, -1.305, -0.049, 0.365, 0.372, 0.256, 0.313, 0.385, 0.134, 0.361, 0.332, 0.296, -0.850, 0.182, -0.346, -0.177, -1.295, 0.110, 0.168, 0.470, -0.154, 0.308, 0.314, 0.271, 0.305, 0.388, 0.302]
}